Computed, not measured: an isolated molecule of C2HF3OS, with ωB97M-V/def2-TZVPD.

Values from the calculation:
Kohn-Sham gap	11.021	eV
ΔE to the lowest compared entry with this formula, charge and spin	0.00	kcal/mol
DFT total energy	-849.843553	hartree
charge	0
LUMO	0.1	eV
HOMO level	-10.9	eV
SMILES	O=C(S)C(F)(F)F

Bonds (Å) are listed after each position.
Cartesian coordinates (Å):
1 S -1.77 -0.65 -0.01  C2 1.770, H7 1.345
2 C -0.37 0.43 -0.02  S1 1.770, O4 1.200, C8 1.541
3 F 1.75 0.17 -1.00  C8 1.330
4 O -0.41 1.63 -0.01  C2 1.200
5 F 1.62 -0.06 1.15  C8 1.342
6 F 0.84 -1.61 -0.16  C8 1.342
7 H -2.65 0.37 0.06  S1 1.345
8 C 0.99 -0.29 -0.01  C2 1.541, F3 1.330, F5 1.342, F6 1.342

Mulliken charges, unit e, in atom order:
1 S -0.1775
2 C 0.3397
3 F -0.2190
4 O -0.4514
5 F -0.2233
6 F -0.2537
7 H 0.1742
8 C 0.8109